The following is a quantum chemistry calculation of a gas-phase ion, C4H12N2O (charge +2) at a distorted geometry, from OMol25.

Values from the calculation:
2S+1	1
max |F|	0.0874	hartree/bohr
total charge	+2
SMILES	[NH3+]CC[C@H]([NH3+])C=O
relative energy (zero: lowest compared OMol25 entry of this formula, charge and spin)	1.443	eV
gap between HOMO and LUMO	0.410	Eh

Each line ends with the Mulliken charge.
Element x y z (Å)
N: 0.084 2.354 1.987  -0.378
C: 0.498 1.409 0.859  -0.694
C: -0.561 0.343 0.557  -0.681
C: -0.410 -0.240 -0.897  -0.032
N: -1.313 -1.505 -1.069  -0.501
C: 0.933 -0.888 -1.201  -0.194
O: 1.122 -1.949 -0.716  -0.385
H: -0.566 3.097 1.760  0.369
H: -0.442 1.897 2.752  0.363
H: 0.890 2.991 2.330  0.413
H: 1.516 0.868 1.312  0.344
H: 0.822 2.170 0.108  0.385
H: -1.446 0.934 0.573  0.461
H: -0.412 -0.468 1.149  0.455
H: -0.686 0.491 -1.641  0.437
H: -0.862 -2.244 -0.485  0.407
H: -2.362 -1.485 -0.741  0.379
H: -1.228 -2.005 -1.968  0.363
H: 1.644 -0.338 -1.759  0.489

Forces on atoms 1 to 2 (eV/Å):
N 0.44 1.00 1.26
C 3.91 -0.19 1.53



The following is a quantum chemistry calculation of a gas-phase ion, C19H22F (charge +1) at a distorted geometry, from OMol25.

Values from the calculation:
2S+1	1
max |F|	0.0394	hartree/bohr
total charge	+1
relative energy (zero: lowest compared OMol25 entry of this formula, charge and spin)	0.000	eV
gap between HOMO and LUMO	0.228	Eh

Each line ends with the Mulliken charge.
Element x y z (Å)
C: 1.874 1.385 -4.078  -1.443
C: 1.680 0.973 -2.626  -0.016
C: 0.725 1.962 -1.910  -0.995
C: 0.612 1.837 -0.449  0.875
C: 1.633 2.333 0.496  -1.337
C: -0.593 1.178 0.126  -1.211
H: 2.469 0.640 -4.614  0.396
H: 0.906 1.471 -4.581  0.348
H: 2.374 2.354 -4.146  0.379
H: 1.235 -0.032 -2.570  0.200
H: 2.642 0.908 -2.097  0.376
H: 1.010 2.994 -2.184  0.605
H: -0.277 1.791 -2.345  0.385
H: 2.466 2.826 -0.017  0.414
H: 1.203 3.046 1.221  0.408
H: 2.025 1.490 1.090  0.295
H: -0.696 1.527 1.165  0.468
H: -1.474 1.567 -0.407  0.635
F: 3.716 -2.735 2.867  -0.306
C: 2.716 -2.055 2.231  0.402
C: 2.776 -1.965 0.845  -1.004
C: 1.682 -1.403 0.190  0.041
C: 0.573 -0.925 0.898  -0.270
C: -0.609 -0.347 0.101  0.813
C: -2.009 -0.833 0.520  -0.210
C: -3.034 -0.536 -0.392  -0.518
C: -4.367 -0.695 -0.029  -0.658
C: -4.689 -1.142 1.260  -0.490
C: -3.670 -1.543 2.134  -0.800
C: -2.325 -1.465 1.726  -0.165
C: 0.612 -0.923 2.295  -0.221
C: 1.655 -1.555 2.983  -1.023
H: 3.619 -2.345 0.272  0.469
H: 1.685 -1.331 -0.901  0.283
H: -0.471 -0.671 -0.946  0.521
H: -2.774 -0.187 -1.392  0.371
H: -5.157 -0.437 -0.734  0.387
H: -5.732 -1.223 1.570  0.380
H: -3.901 -1.905 3.135  0.401
H: -1.558 -1.914 2.355  0.673
H: -0.189 -0.451 2.868  0.691
H: 1.637 -1.667 4.067  0.453

Forces on atoms 1 to 2 (eV/Å):
C -0.14 0.08 -0.01
C 0.54 -0.57 0.37



The following is a quantum chemistry calculation of 2 unconnected molecules or ions with the total composition C2H2O2S at a distorted geometry, from OMol25.

Values from the calculation:
2S+1	1
max |F|	0.0891	hartree/bohr
total charge	0
SMILES	C=C=O.O=S
relative energy (zero: lowest compared OMol25 entry of this formula, charge and spin)	2.902	eV
gap between HOMO and LUMO (spin up / spin down)	0.279 / 0.280	Eh

Each line ends with the Mulliken charge.
Element x y z (Å)
C: 0.942 0.657 0.324  -1.008
C: 0.432 1.449 -0.552  0.834
O: 0.066 2.278 -1.279  -0.357
H: 1.306 0.816 1.380  0.230
H: 1.082 -0.293 0.102  0.310
O: 1.414 -0.692 -2.751  -0.255
S: 2.501 -1.087 -3.623  0.247

Forces on atoms 1 to 2 (eV/Å):
C 0.55 2.08 3.17
C 0.13 1.93 -0.06



The following is a quantum chemistry calculation of 3 unconnected molecules or ions with the total composition C31H66BrClINO9S3, from OMol25.

Values from the calculation:
2S+1	1
max |F|	0.0191	hartree/bohr
total charge	0
SMILES	CCSC[C@@H](CNC)O[C@@H]([C@H](O[C@@H](Br)CCCCCCCCCOC)[C@@H](I)CC)[C@H](Cl)CC.CCOS(C)(=O)=O.CCOS(C)(=O)=O
gap between HOMO and LUMO	0.320	Eh

Each line ends with the Mulliken charge.
Element x y z (Å)
C: 4.828 -2.574 2.444  -0.972
C: 4.803 -3.516 1.250  -0.459
S: 3.420 -3.258 0.124  -0.298
C: 3.675 -1.506 -0.272  -0.940
C: 2.739 -1.062 -1.377  -0.231
C: 2.918 -1.829 -2.700  -1.285
N: 4.292 -2.263 -2.960  -0.190
C: 4.385 -3.627 -3.486  -0.896
O: 1.376 -1.218 -1.046  -0.261
C: 0.848 -0.338 -0.064  -1.089
C: -0.384 0.363 -0.696  -0.035
O: -0.931 -0.512 -1.668  0.233
C: -2.296 -0.363 -1.950  -0.485
Br: -2.516 -0.931 -3.823  -0.152
C: -3.164 -1.233 -1.083  0.149
C: -4.673 -1.157 -1.342  -0.867
C: -5.378 -2.495 -1.218  -0.966
C: -5.362 -3.101 0.178  -0.786
C: -3.994 -3.643 0.607  0.261
C: -4.058 -4.791 1.608  -0.760
C: -2.834 -5.712 1.615  -1.068
C: -1.484 -5.052 1.319  -0.289
C: -0.806 -4.463 2.550  0.563
O: -0.054 -5.471 3.216  -0.439
C: 1.202 -5.028 3.691  -0.664
C: 0.078 1.717 -1.326  -1.111
I: 0.617 1.502 -3.398  0.051
C: -0.911 2.864 -1.170  -0.495
C: -0.872 3.499 0.231  -1.297
C: 0.682 -1.143 1.250  1.027
Cl: -0.995 -1.641 1.622  -0.301
C: 1.325 -0.500 2.496  -0.201
C: 0.409 0.271 3.451  -1.492
H: 5.200 -1.594 2.159  0.323
H: 5.504 -2.952 3.210  0.418
H: 3.845 -2.477 2.899  0.035
H: 4.746 -4.551 1.573  0.449
H: 5.728 -3.400 0.685  0.368
H: 4.703 -1.362 -0.596  0.882
H: 3.520 -0.928 0.638  0.381
H: 2.963 -0.009 -1.592  0.413
H: 2.238 -2.678 -2.653  0.447
H: 2.559 -1.172 -3.492  0.249
H: 4.676 -1.646 -3.661  0.309
H: 5.308 -3.736 -4.051  0.380
H: 4.405 -4.341 -2.668  0.211
H: 3.560 -3.870 -4.160  0.324
H: 1.616 0.408 0.137  0.560
H: -1.138 0.621 0.048  0.631
H: -2.616 0.677 -1.944  0.269
H: -2.815 -2.256 -1.225  0.220
H: -2.978 -0.976 -0.047  0.151
H: -4.899 -0.722 -2.314  0.436
H: -5.114 -0.476 -0.608  0.263
H: -4.975 -3.206 -1.941  0.344
H: -6.420 -2.333 -1.500  0.409
H: -5.735 -2.368 0.893  0.310
H: -6.076 -3.926 0.183  0.373
H: -3.452 -3.958 -0.286  0.491
H: -3.420 -2.828 1.051  -0.257
H: -4.930 -5.398 1.359  0.402
H: -4.258 -4.404 2.607  0.336
H: -2.749 -6.150 2.611  0.376
H: -2.981 -6.547 0.934  0.376
H: -1.535 -4.304 0.531  0.177
H: -0.806 -5.826 0.961  0.405
H: -1.546 -4.058 3.244  0.251
H: -0.132 -3.663 2.233  -0.683
H: 1.926 -4.986 2.874  0.212
H: 1.537 -5.745 4.433  0.349
H: 1.120 -4.041 4.146  0.261
H: 1.012 2.036 -0.876  0.596
H: -0.652 3.632 -1.894  0.622
H: -1.929 2.552 -1.394  0.091
H: 0.146 3.464 0.615  0.237
H: -1.567 3.024 0.917  0.422
H: -1.155 4.544 0.129  0.489
H: 1.203 -2.076 1.067  0.003
H: 2.153 0.139 2.188  0.515
H: 1.761 -1.323 3.058  -0.115
H: -0.366 0.837 2.942  0.271
H: -0.033 -0.398 4.181  0.362
H: 1.007 0.984 4.008  0.415
C: 0.203 7.390 -7.084  -0.972
C: 0.734 6.045 -7.535  -0.422
O: -0.001 4.938 -6.970  -0.169
S: -1.417 4.598 -7.609  1.165
C: -1.614 3.010 -6.883  -0.799
O: -1.259 4.477 -9.026  -0.647
O: -2.401 5.489 -7.080  -0.598
H: -0.791 7.580 -7.485  0.300
H: 0.870 8.181 -7.428  0.383
H: 0.138 7.430 -5.997  0.260
H: 0.736 5.956 -8.622  0.349
H: 1.755 5.899 -7.188  0.261
H: -0.839 2.351 -7.263  0.316
H: -2.599 2.648 -7.168  0.386
H: -1.548 3.110 -5.802  0.171
C: 1.981 5.327 7.865  -0.988
C: 0.544 5.202 7.403  -0.340
O: 0.400 5.387 5.975  -0.293
S: 0.814 4.178 5.035  1.239
C: 0.058 4.751 3.559  -0.682
O: 0.136 2.999 5.476  -0.636
O: 2.234 4.174 4.863  -0.643
H: 2.594 4.509 7.491  0.300
H: 2.017 5.314 8.954  0.390
H: 2.417 6.260 7.509  0.262
H: 0.112 4.241 7.684  0.322
H: -0.071 5.984 7.842  0.285
H: -1.019 4.770 3.700  0.350
H: 0.328 4.040 2.782  0.016
H: 0.440 5.739 3.317  0.423

Forces on atoms 1 to 2 (eV/Å):
C 0.16 -0.17 0.12
C 0.22 0.32 0.01